Computed, not measured: C36H40InN13O4Se as an isolated structure, with wB97M-V/def2-TZVPD.

Properties
E_tot (Eh): -4999.8159
Energy above the lowest of the compared OMol25 structures with the same formula, charge and spin (kJ/mol): 0.0
Gap between HOMO and LUMO (eV): 8.3

Geometry as ORCA input:
```
! wB97M-V def2-TZVPD RIJCOSX def2/J DEFGRID3
* xyz 2 1
In 0.199 0.038 0.065
C -4.436 1.927 1.709
N -3.942 2.167 0.356
C -4.672 3.165 -0.421
C -2.875 1.512 -0.086
O -2.251 0.690 0.604
C -2.408 1.796 -1.506
O -1.350 0.902 -1.788
C -1.234 0.415 -3.094
C -0.251 -0.743 -3.011
O 0.350 -0.961 -1.931
N -0.056 -1.493 -4.078
C 0.849 -2.641 -4.036
C -0.705 -1.259 -5.368
H -5.524 1.958 1.691
H -4.106 0.953 2.054
H -4.070 2.696 2.390
H -5.594 2.744 -0.825
H -4.925 3.996 0.236
H -4.070 3.565 -1.231
H -3.220 1.687 -2.228
H -2.029 2.822 -1.547
H -2.201 0.088 -3.488
H -0.832 1.181 -3.768
H 1.167 -2.820 -3.015
H 0.325 -3.515 -4.421
H 1.719 -2.444 -4.662
H -1.215 -0.303 -5.396
H 0.055 -1.258 -6.148
H -1.420 -2.056 -5.575
C 3.286 -2.141 4.447
N 2.194 -1.578 3.642
C 2.118 -1.463 2.328
N 0.991 -0.832 2.000
C 0.408 -0.595 3.217
N 1.103 -1.041 4.227
C 3.506 -3.611 4.195
C 4.769 -4.156 4.394
C 4.971 -5.523 4.252
C 3.922 -6.354 3.894
C 2.663 -5.805 3.675
C 2.456 -4.439 3.834
C 1.541 -6.652 3.277
N 1.489 -7.920 3.083
N 0.174 -8.203 2.704
C -0.447 -7.080 2.698
O 0.351 -6.039 3.051
C -1.830 -6.766 2.348
C -2.743 -7.778 2.059
C -4.038 -7.443 1.703
C -4.424 -6.109 1.620
C -3.514 -5.103 1.910
C -3.911 -3.649 1.832
N -2.974 -2.888 0.996
C -1.920 -2.169 1.351
N -1.280 -1.737 0.269
C -2.027 -2.260 -0.747
N -3.055 -2.958 -0.347
C -2.223 -5.438 2.282
H 3.003 -1.940 5.480
H 4.190 -1.571 4.233
H 2.887 -1.802 1.656
H -0.521 -0.072 3.346
H 5.599 -3.515 4.670
H 5.954 -5.940 4.421
H 4.065 -7.420 3.781
H 1.462 -4.035 3.689
H -2.430 -8.811 2.121
H -4.751 -8.223 1.478
H -5.435 -5.858 1.322
H -3.922 -3.172 2.812
H -4.892 -3.531 1.378
H -1.650 -1.980 2.376
H -1.817 -2.134 -1.791
H -1.499 -4.666 2.516
Se 0.660 2.551 0.128
C 0.500 3.046 1.976
C 1.398 3.969 2.492
C 1.252 4.369 3.814
N 0.303 3.917 4.628
C -0.560 3.047 4.115
C -0.515 2.589 2.806
H 2.202 4.370 1.889
H 1.944 5.088 4.239
H -1.341 2.699 4.785
H -1.282 1.927 2.433
N 4.513 0.067 -1.278
C 4.367 -1.298 -1.280
C 3.117 -1.527 -0.802
N 2.505 -0.323 -0.500
C 3.379 0.613 -0.807
H 5.332 0.578 -1.564
H 5.145 -1.964 -1.607
H 2.614 -2.473 -0.684
H 3.227 1.673 -0.684
*
```

=====

Computed, not measured: a 2-piece molecular cluster, C8H14NO2S2 overall, with wB97M-V/def2-TZVPD.

Properties
E_tot (Eh): -1314.4712
Energy above the lowest of the compared OMol25 structures with the same formula, charge and spin (kJ/mol): 86.5
Gap between HOMO and LUMO (eV): 8.9

Geometry as ORCA input:
```
! wB97M-V def2-TZVPD RIJCOSX def2/J DEFGRID3
* xyz 1 1
C -1.077 -0.918 1.757
C -1.944 1.082 0.132
C 1.262 -1.532 -0.414
C 2.687 -1.012 -0.848
C 1.274 0.755 0.538
C -2.913 1.255 1.148
C 1.258 2.056 -0.187
C -0.969 -0.765 0.291
N 0.440 -0.327 -0.223
O -0.150 -0.675 2.493
O -1.529 1.547 -0.846
S 3.002 0.245 0.529
S -2.000 -1.831 -0.757
H -2.042 -1.207 2.038
H 0.947 -2.377 -0.965
H 1.478 -1.911 0.601
H 3.392 -1.742 -0.787
H 2.532 -0.669 -1.922
H 0.922 0.786 1.479
H -2.399 1.129 2.119
H -3.827 0.668 1.024
H -3.300 2.314 1.134
H 1.692 2.874 0.340
H 0.230 2.274 -0.503
H 1.885 1.992 -1.115
H 0.267 0.140 -1.085
H -1.542 -2.889 -0.217
*
```

=====

Computed, not measured: C9H4N7RuS2 as an isolated structure, with wB97M-V/def2-TZVPD.

Properties
E_tot (Eh): -1619.5630
Energy above the lowest of the compared OMol25 structures with the same formula, charge and spin (kJ/mol): 12.2
Gap between HOMO and LUMO (eV): 6.8

Geometry as ORCA input:
```
! wB97M-V def2-TZVPD RIJCOSX def2/J DEFGRID3
* xyz 1 1
Ru -0.473 0.020 0.276
S 0.707 0.715 -1.410
C 1.485 2.139 -0.893
C 2.272 2.854 -1.845
N 2.909 3.406 -2.625
C 1.351 2.521 0.414
S 0.425 1.555 1.473
C 1.969 3.686 0.959
N 2.471 4.616 1.411
N -5.877 1.716 -1.857
C -5.104 1.723 -1.006
N -4.214 1.727 -0.010
C -3.277 1.005 0.239
N -2.318 0.303 0.488
N 1.312 -2.383 -0.369
C 1.539 -3.640 0.018
C 0.685 -3.918 1.070
C -0.037 -2.752 1.269
N 0.337 -1.819 0.377
H 1.761 -1.857 -1.103
H 2.282 -4.245 -0.475
H 0.603 -4.842 1.614
H -0.810 -2.530 1.989
*
```

=====

Computed, not measured: a 2-piece molecular cluster, C31H34NOSi overall, with wB97M-V/def2-TZVPD.

Properties
E_tot (Eh): -1620.8582
Energy above the lowest of the compared OMol25 structures with the same formula, charge and spin (kJ/mol): 126.8
Gap between HOMO and LUMO (eV): 5.7

Geometry as ORCA input:
```
! wB97M-V def2-TZVPD RIJCOSX def2/J DEFGRID3
* xyz 1 1
C -3.220 -0.831 -0.324
O -2.633 -1.940 0.362
C -1.909 -1.812 1.469
C -0.594 -1.278 1.287
C -0.135 -0.337 2.246
C 1.039 0.370 2.016
C 1.787 0.166 0.846
C 2.987 1.014 0.592
C 1.360 -0.807 -0.077
C 0.189 -1.513 0.121
H -2.995 -0.998 -1.377
H -4.298 -0.882 -0.152
H -2.826 0.133 0.028
H -2.399 -1.628 2.431
H -0.768 -0.178 3.116
H 1.360 1.121 2.742
H 3.534 0.673 -0.291
H 2.713 2.068 0.439
H 3.662 0.987 1.456
H 1.943 -0.981 -0.981
H -0.178 -2.237 -0.608
C -2.907 -4.580 7.937
C -4.305 -4.563 7.969
C -5.028 -4.203 6.827
C -4.361 -3.884 5.635
Si -5.323 -3.527 4.080
C -7.041 -4.223 4.315
C -8.169 -3.393 4.219
C -9.445 -3.889 4.515
C -9.609 -5.226 4.897
C -8.494 -6.069 4.968
C -7.219 -5.572 4.669
C -5.389 -1.704 3.741
C -4.911 -0.800 4.695
C -4.882 0.571 4.411
C -5.348 1.044 3.179
C -5.856 0.145 2.239
C -5.886 -1.227 2.518
C -4.416 -4.333 2.631
C -3.953 -5.776 2.862
C -2.577 -5.883 2.181
C -2.208 -4.484 1.683
N -3.269 -3.577 2.140
C -2.958 -3.864 5.619
C -2.234 -4.223 6.763
H -2.341 -4.866 8.826
H -4.838 -4.834 8.882
H -6.121 -4.186 6.856
H -8.042 -2.349 3.920
H -10.310 -3.227 4.452
H -10.602 -5.609 5.139
H -8.610 -7.114 5.264
H -6.352 -6.238 4.725
H -4.555 -1.175 5.659
H -4.497 1.266 5.156
H -5.322 2.114 2.957
H -6.240 0.503 1.280
H -6.303 -1.925 1.786
H -5.233 -4.307 1.884
H -3.884 -5.992 3.932
H -4.710 -6.449 2.441
H -1.805 -6.254 2.863
H -2.629 -6.573 1.333
H -1.238 -4.167 2.087
H -2.114 -4.462 0.587
H -3.631 -3.033 1.363
H -2.430 -3.570 4.707
H -1.144 -4.225 6.728
*
```

=====

> What is the E_tot in the first record?

-4999.8159 Eh

=====

> Which of these has the lowest energy above the lowest of the compared OMol25 structures with the same formula, charge and spin?

C36H40InN13O4Se